# 1
Molecular formula: C47H57BI2N8O3Si2
Method: DFT, the ωB97M-V functional and the def2-TZVPD basis

Structure (ORCA input):
```
! wB97M-V def2-TZVPD RIJCOSX def2/J DEFGRID3
* xyz 0 1
C -2.5236 -5.6931 4.0960
N 3.8989 6.8297 1.2947
C -4.4177 -4.8772 5.8523
C -0.4975 -1.8781 1.0737
H 0.1441 0.0866 7.0944
H -2.8017 -11.2408 -2.0488
C -4.0007 -4.1079 4.7768
N -0.9520 -8.5672 -2.9150
C -2.8697 -6.5427 5.1357
H 2.1114 -3.3282 -3.9466
H -0.9621 2.3214 7.0821
H -1.5452 3.4402 0.2584
C -0.6668 -2.2747 2.5798
C 1.5966 9.6283 -2.3972
C 0.5558 -6.4461 -5.3966
H -2.7097 -2.2558 0.0400
C 1.0481 1.9919 -1.6848
H -3.4369 3.1280 4.9623
C 0.6056 0.8187 3.9747
H 2.1511 8.1041 -0.9863
H 0.9883 -8.1944 -2.3752
H -3.4323 -0.6938 -0.2232
C 1.1720 7.6305 -4.1775
H 0.2706 -2.0992 3.1049
H 0.0173 2.5912 2.9122
C -1.9356 -10.5952 -2.0959
I 2.9710 2.9532 -1.7238
C 5.0291 -1.8299 -4.7077
H -5.7054 3.7309 5.7978
H -4.4296 -3.1279 4.5955
H -0.9170 -5.9900 -3.8967
H -4.1358 -6.7544 6.8584
H -0.7368 -2.7706 0.5046
H -6.2319 6.1410 6.1750
C -0.5224 1.9205 6.1781
C -1.9782 -9.4116 -2.8158
C 4.9131 7.6849 1.4140
H -2.9451 1.7234 1.2771
N 3.0023 -1.8883 -2.7958
H -0.7542 -3.5369 -4.3097
C 4.8534 6.0945 -0.7800
C -0.1464 -4.2352 -4.8741
H 0.5615 -1.6728 0.9276
H -0.9384 -3.3235 2.6526
H 0.9791 10.8576 -4.0550
C -5.2588 5.8376 5.8098
H 3.8748 -3.3504 -5.6998
C -1.4251 -0.6857 0.7481
H -4.4651 7.8362 5.6922
C -2.8506 -1.2747 0.4926
H 4.9003 8.3008 2.3069
O -1.1746 -0.6925 -3.6471
H -1.7677 -5.9800 3.3723
C 0.0209 2.0703 3.8619
H 0.5096 -7.5176 -5.2466
C -3.0530 6.3403 5.0753
N 0.6717 -3.6874 -5.7782
H -3.8375 3.1555 -0.4120
C 0.7053 1.1098 -0.7660
C 1.8159 8.3218 -1.9933
H 6.6750 7.0568 -1.3893
H -0.6846 -11.8408 -0.8716
C 2.9684 -2.6774 -3.8738
H -1.0256 3.6082 4.9401
I 2.1137 0.6880 0.7911
N -2.7552 5.0575 4.8706
C 1.4071 -5.9004 -6.3437
O -2.2373 1.3443 -1.1656
H 1.7544 10.4571 -1.7206
H -3.3965 -1.4435 1.4186
C 5.8983 6.9923 -0.6377
H 3.0449 5.3707 0.1407
H 0.5869 3.2224 -3.3779
H -5.1766 -4.5100 6.5296
Si -0.9732 0.2635 -0.8186
H 5.8167 -1.8071 -5.4506
C -0.7593 -10.9246 -1.4436
C 4.0515 -1.0661 -2.6773
O -0.7571 -2.4177 -2.0821
C -4.9703 4.4993 5.6021
H 1.0604 0.3484 3.1060
H 4.0448 -0.4361 -1.7948
N -3.0710 -4.4944 3.9053
C -3.8377 -6.1217 6.0318
C -4.2810 6.7812 5.5426
H -1.4822 -0.0760 1.6500
H 1.2563 -10.2813 -1.0417
C 0.3197 -10.0616 -1.5354
H 5.9035 -0.3116 -3.4559
H 2.0780 -4.0513 -7.2214
Si -2.6188 2.4524 0.0393
C -0.5565 2.6317 4.9889
C 1.1666 9.8509 -3.6967
C 0.0919 0.6762 6.1847
H -0.1133 1.6171 -3.4778
N 0.6497 0.1197 5.1104
C 3.8832 6.0541 0.2108
C 3.9526 -2.6874 -4.8501
H 6.7299 8.5219 0.6299
H -2.8776 -9.1152 -3.3445
C -0.2397 -5.5993 -4.6441
H -0.7591 2.8601 -2.3422
H 0.9925 6.8614 -4.9214
N 0.9542 8.8803 -4.5836
H 1.7573 6.2638 -2.6247
H -1.4580 -1.7111 3.0708
C 1.4257 -4.5220 -6.4927
H 0.1638 -2.6710 -2.2671
C 5.9321 7.8070 0.4817
C 0.1281 2.4291 -2.7963
H -2.3922 -7.5075 5.2392
C -3.7088 4.1648 5.1356
C 5.0814 -0.9991 -3.6010
C 1.5987 7.2980 -2.9010
B -0.9611 -1.0627 -2.3271
H -0.3957 -0.9264 -4.1827
H 4.7909 5.4417 -1.6403
H 2.0427 -6.5280 -6.9538
H -2.2592 7.0440 4.8496
C 0.1704 -8.9014 -2.2788
*
```

For the orbital gap, the calculation gives 8.6 eV. The calculation puts the HOMO energy at -8.68 eV. As for the molar mass: 1102.8 g/mol. The calculation puts the total energy at -3688.21834 Eh.

These are the Löwdin partial charges, in e, on atoms 1 to 99:
1. C -0.15
2. N 0.06
3. C -0.08
4. C -0.28
5. H 0.10
6. H 0.10
7. C -0.15
8. N 0.06
9. C -0.08
10. H 0.07
11. H 0.10
12. H -0.05
13. C -0.09
14. C -0.07
15. C -0.08
16. H 0.08
17. C -0.83
18. H 0.10
19. C -0.21
20. H 0.10
21. H 0.10
22. H 0.06
23. C -0.16
24. H 0.06
25. H 0.09
26. C -0.07
27. I 0.86
28. C -0.08
29. H 0.10
30. H 0.10
31. H 0.09
32. H 0.10
33. H 0.09
34. H 0.11
35. C -0.07
36. C -0.15
37. C -0.16
38. H -0.04
39. N 0.07
40. H 0.09
41. C -0.10
42. C -0.16
43. H 0.02
44. H 0.04
45. H 0.10
46. C -0.08
47. H 0.09
48. C -0.42
49. H 0.10
50. C -0.09
51. H 0.10
52. O 0.10
53. H 0.10
54. C -0.07
55. H 0.10
56. C -0.14
57. N 0.05
58. H -0.06
59. C -0.74
60. C -0.08
61. H 0.11
62. H 0.11
63. C -0.15
64. H 0.07
65. I 0.97
66. N 0.05
67. C -0.07
68. O -0.43
69. H 0.10
70. H 0.08
71. C -0.08
72. H 0.05
73. H 0.04
74. H 0.10
75. Si 0.51
76. H 0.11
77. C -0.08
78. C -0.16
79. O 0.08
80. C -0.07
81. H -0.04
82. H 0.06
83. N 0.06
84. C -0.08
85. C -0.07
86. H 0.07
87. H 0.10
88. C -0.07
89. H 0.10
90. H 0.10
91. Si 0.56
92. C -0.09
93. C -0.16
94. C -0.16
95. H 0.08
96. N 0.06
97. C -0.20
98. C -0.06
99. H 0.10



# 2
Molecular formula: C47H57FeN2O3
Method: DFT, the ωB97M-V functional and the def2-TZVPD basis

Structure (ORCA input):
```
! wB97M-V def2-TZVPD RIJCOSX def2/J DEFGRID3
* xyz 1 5
H -1.9066 -0.5492 2.0459
H -1.6499 -4.1642 -1.0536
O 7.4066 -0.4699 -3.4096
H -0.7624 2.2198 3.4895
C 2.5476 -1.0726 -4.6890
H -0.5956 5.6689 -2.7730
C -0.2428 -1.7851 4.5366
H -4.1443 2.3961 2.8113
C 2.6533 -2.1569 5.0820
H 1.3247 0.0226 5.9146
H 2.7794 -3.0855 4.5096
C -0.3771 -3.5885 0.6194
H -0.7478 -1.5600 -4.5059
C -1.7567 1.7523 3.4526
H 4.1565 -0.6879 3.5981
H -0.3395 5.9572 -0.5817
C 5.9938 -2.8153 -4.2046
C 2.1198 -1.0304 4.1792
C -2.3338 4.0562 1.4077
H 0.6230 -3.5883 -1.3159
H -2.1580 -2.7307 4.8750
C -1.7560 -3.7010 -0.0618
H 1.0456 -5.0454 1.3989
H 3.2447 -1.6379 2.4233
C 2.5954 -0.1974 -3.5827
H 1.8900 3.8702 -3.1811
H 3.3686 -1.0003 -5.4721
C -0.6261 2.7036 0.3557
O 6.6954 -3.7247 -3.9623
C 0.7566 -1.4804 3.6061
H 2.5120 -0.7225 0.2648
C 0.1841 -1.8278 -3.9564
C 1.5290 4.0540 -2.1590
H -1.8105 4.3884 -2.9498
C -3.8175 1.5860 2.1431
H 3.4102 0.5419 -3.4590
H -2.3983 2.4122 4.0497
H 2.8866 0.6339 5.3402
C -1.6943 -0.1877 -0.1256
H -6.3777 -0.0689 -0.1284
H 0.0070 2.1182 -3.5667
H -4.2255 -0.8869 0.8012
H 1.6900 0.4831 -1.8225
H 2.9987 0.1284 2.5655
H -2.2520 -2.7324 -0.2049
H -4.2401 1.6732 -3.4571
H -2.0108 6.1892 1.2484
C -1.3713 -2.5265 4.1542
O 6.4820 -1.2116 -7.2717
C -1.6636 0.3032 1.3872
H 1.6935 -3.3427 0.0952
C -0.4757 -2.7119 1.8915
C 3.1778 -0.7934 3.1171
C 1.9197 0.2303 5.0198
H -2.4375 -4.3249 0.5409
C -1.4217 -3.0674 2.8653
C 0.0537 3.6761 -2.0410
H 0.3262 1.5450 -1.9386
C -5.4433 0.1270 -0.6702
C 1.5387 -0.1970 -2.6629
H 1.9887 -2.3717 5.9254
C -0.2367 2.2712 -2.5093
H -0.0354 -5.6829 0.1431
C -0.7656 5.0632 -0.1103
H 3.6335 -1.8801 5.4880
C 1.3906 -1.8243 -4.8968
H 0.0928 0.8986 2.6020
H -0.1242 -1.5081 5.5880
N 0.6344 -0.5571 1.2921
C -5.4595 0.8472 -1.8697
C -4.2328 -0.3297 -0.1448
N 0.2417 1.6234 0.6721
C -3.0246 -0.0307 -0.8063
H -2.1938 -3.8093 2.6357
C 6.4419 -0.9066 -3.9297
H -1.4007 -1.2450 -0.0681
H -0.5064 -0.7261 -2.1558
C 5.7495 -1.3189 -6.3782
C -3.0879 0.4408 -2.1276
H 1.4028 1.0077 4.4455
H -6.4105 1.2270 -2.2532
H -0.0292 -2.8483 -3.5699
H -4.1475 0.6442 2.6118
C 0.4520 -1.6701 2.2210
H 1.6703 5.1186 -1.9259
H 2.1418 3.4639 -1.4663
H -1.7291 0.7851 3.9692
C -1.7736 2.7934 1.1818
C 0.3691 -0.8999 -2.7898
C 0.7155 -3.1013 -0.3342
C 1.7011 -0.0703 0.5809
C 1.4922 1.2348 0.2266
H -1.2869 2.0495 -2.3533
C -2.2825 1.5997 1.9987
C -0.7373 4.6032 -2.9892
H 0.6942 -2.0242 -0.5120
C -0.1913 0.5999 1.5806
Fe 4.9319 -1.4394 -4.8177
C -0.3869 3.7950 -0.5563
C -4.2625 1.0579 -2.5628
C -1.7233 5.2006 0.8894
H -0.6437 -5.4381 1.7990
H -0.9178 0.3173 -0.6993
H -2.2310 0.3419 -2.8040
C 0.0174 -5.0276 1.0222
H 2.1555 1.8894 -0.3058
H -0.4154 4.4359 -4.0284
H -4.3477 1.7139 1.1905
H 1.3189 -2.5270 -5.7187
H -3.2257 4.1491 2.0366
*
```

The calculation puts the relative energy (zero: lowest compared OMol25 entry of this formula, charge and spin) at 70.4 kJ/mol. For the orbital gap (spin up / spin down), the calculation gives 7.1 / 5.1 eV. The calculation puts the HOMO energy (spin up / spin down) at -9.68 / -9.97 eV. As for the molar mass: 753.8 g/mol. The calculation puts the total energy at -3423.58009 Eh.

These are the Löwdin partial charges, in e, on atoms 1 to 99:
1. H 0.14
2. H 0.09
3. O 0.11
4. H 0.09
5. C -0.14
6. H 0.08
7. C -0.03
8. H 0.08
9. C -0.03
10. H 0.08
11. H 0.10
12. C -0.52
13. H 0.13
14. C -0.02
15. H 0.10
16. H 0.13
17. C -0.21
18. C -0.54
19. C -0.01
20. H 0.09
21. H 0.11
22. C -0.03
23. H 0.09
24. H 0.09
25. C -0.08
26. H 0.10
27. H 0.06
28. C -0.04
29. O 0.12
30. C -0.10
31. H 0.15
32. C -0.15
33. C -0.03
34. H 0.10
35. C -0.03
36. H 0.11
37. H 0.10
38. H 0.10
39. C -0.07
40. H 0.12
41. H 0.12
42. H 0.12
43. H 0.05
44. H 0.07
45. H 0.06
46. H 0.11
47. H 0.12
48. C -0.04
49. O 0.11
50. C -0.11
51. H 0.09
52. C -0.10
53. C -0.05
54. C -0.03
55. H 0.09
56. C -0.03
57. C -0.53
58. H 0.02
59. C -0.08
60. C -0.14
61. H 0.09
62. C -0.06
63. H 0.10
64. C -0.02
65. H 0.10
66. C -0.01
67. H 0.15
68. H 0.12
69. N 0.05
70. C -0.08
71. C -0.07
72. N 0.08
73. C -0.20
74. H 0.12
75. C -0.22
76. H 0.08
77. H 0.08
78. C -0.17
79. C -0.05
80. H 0.08
81. H 0.11
82. H 0.12
83. H 0.10
84. C -0.07
85. H 0.09
86. H 0.06
87. H 0.09
88. C -0.07
89. C -0.08
90. C -0.04
91. C -0.03
92. C 0.00
93. H 0.07
94. C -0.40
95. C -0.04
96. H 0.04
97. C -0.23
98. Fe 0.21
99. C -0.06